Entry from the OMol25 dataset: a molecular structure, C19H21InN3O2PS (ωB97M-V/def2-TZVPD).

Each line ends with the Löwdin charge.
Positions of all 48 atoms, in Å:
In (0.873, 0.450, 0.805)  0.70
O (-0.096, 1.813, -2.075)  0.08
C (0.540, 0.810, -1.818)  -0.70
O (1.643, 0.821, -1.085)  -0.17
C (0.034, -0.582, -2.141)  -0.16
P (-0.568, -1.222, -0.510)  1.04
C (-0.166, -2.957, -0.350)  -0.36
C (-1.131, -3.856, 0.099)  -0.06
C (-0.793, -5.195, 0.248)  -0.04
C (0.491, -5.626, -0.045)  -0.04
C (1.455, -4.726, -0.489)  -0.05
C (1.131, -3.389, -0.639)  -0.10
C (-2.322, -0.950, -0.363)  -0.39
C (-3.174, -1.321, -1.405)  -0.07
C (-4.540, -1.146, -1.261)  -0.04
C (-5.053, -0.612, -0.084)  -0.03
C (-4.207, -0.249, 0.954)  -0.04
C (-2.838, -0.415, 0.817)  -0.09
H (0.853, -1.215, -2.477)  0.11
H (-0.768, -0.566, -2.876)  0.11
H (-2.135, -3.521, 0.322)  0.11
H (-1.538, -5.900, 0.588)  0.12
H (0.746, -6.671, 0.067)  0.12
H (2.452, -5.071, -0.727)  0.12
H (1.881, -2.695, -1.006)  0.10
H (-2.784, -1.752, -2.319)  0.12
H (-5.205, -1.428, -2.065)  0.12
H (-6.121, -0.477, 0.022)  0.12
H (-4.613, 0.165, 1.867)  0.12
H (-2.180, -0.129, 1.630)  0.09
S (0.181, 2.446, 1.957)  0.71
C (1.000, 3.716, 1.030)  -0.62
N (0.916, 3.784, -0.313)  0.09
C (1.456, 4.782, -1.033)  0.00
C (2.107, 5.817, -0.409)  0.00
C (2.199, 5.791, 0.977)  0.01
C (1.654, 4.738, 1.695)  -0.05
H (0.447, 3.049, -0.870)  0.10
H (1.331, 4.707, -2.104)  0.16
H (2.528, 6.621, -0.993)  0.13
H (2.703, 6.592, 1.503)  0.14
H (1.722, 4.702, 2.772)  0.12
N (3.460, 0.901, 2.133)  -0.01
N (2.834, -0.287, 1.604)  -0.09
H (4.418, 0.695, 2.402)  0.11
H (2.954, 1.184, 2.966)  0.08
H (2.876, -1.087, 2.236)  0.12
H (3.347, -0.539, 0.760)  0.11

- Net charge: +2
- Max |F|: 0.35 eV/A
- Calculated total energy: -53893.8395 eV
- Frontier orbital gap: 8.3 eV
- Energy above the lowest of the compared OMol25 structures with the same formula, charge and spin: 0.0 kcal per mole